# 1
This record from the OMol25 dataset describes a cluster of 14 separate species, C39H67F6N2O23S2 in total in a non-equilibrium geometry. The level of theory is the ωB97M-V functional and the def2-TZVPD basis.

Geometry (Å):
C: -1.517523 0.453989 -1.364076
F: -1.584643 -0.021971 -2.631546
F: -2.050583 1.693399 -1.458446
F: -2.244983 -0.302541 -0.579996
S: 0.368767 0.381249 -0.886226
O: 1.107767 0.576049 -2.167036
O: 0.551827 1.417229 0.169534
N: 0.456747 -1.298151 -0.513386
S: 0.613907 -1.264781 1.037934
O: 1.916777 -0.905101 1.607724
O: -0.526183 -0.577951 1.703334
C: 0.353437 -3.104801 1.552004
F: 1.403367 -3.839421 1.138664
F: 0.351937 -3.196201 2.887134
F: -0.788723 -3.600691 0.993584
O: -7.266793 -0.025211 2.559914
C: -7.258753 -1.206831 2.693234
O: -8.206093 -2.014471 2.144104
C: -8.047523 -3.370321 2.592534
C: -6.706433 -3.412201 3.321274
C: -6.335453 -1.983781 3.634174
H: -8.073323 -4.076461 1.762594
H: -8.979873 -3.587291 3.113844
H: -6.038063 -3.905151 2.615314
H: -6.685543 -4.019041 4.226494
H: -5.329543 -1.773221 3.271004
H: -6.587513 -1.555821 4.604444
O: -6.612343 8.783089 -4.181176
C: -6.764683 8.576499 -2.951826
O: -6.602973 7.394179 -2.497416
C: -6.593893 7.401399 -1.063526
C: -6.393583 8.892229 -0.656766
C: -6.809733 9.697299 -1.865076
H: -5.798963 6.714639 -0.772756
H: -7.538823 7.051519 -0.647856
H: -5.366713 9.177359 -0.427986
H: -6.909683 9.132349 0.272794
H: -6.216913 10.605669 -1.972446
H: -7.846323 9.994219 -1.705656
O: 8.537657 2.670319 -4.606856
C: 8.150777 2.930539 -3.465666
O: 7.616197 2.008529 -2.693026
C: 7.150727 2.516719 -1.498536
C: 6.937897 4.016479 -1.756036
C: 8.055117 4.347719 -2.839186
H: 7.867247 2.295989 -0.707336
H: 6.296237 1.957519 -1.117436
H: 7.016157 4.491899 -0.778306
H: 5.952327 4.321039 -2.108166
H: 8.983707 4.524899 -2.296576
H: 7.817477 5.118639 -3.572196
O: 6.782277 0.745799 6.046234
C: 5.897817 1.608359 6.079394
O: 5.884727 2.662159 5.108214
C: 4.854157 3.597859 5.344654
C: 4.075227 3.085629 6.551044
C: 4.855327 1.884099 7.104544
H: 4.162477 3.612399 4.502344
H: 5.210857 4.609919 5.535934
H: 3.104437 2.836219 6.122724
H: 3.960947 3.861599 7.307954
H: 4.214837 1.026539 7.310524
H: 5.347377 2.021859 8.067364
O: -1.617113 -4.849281 9.791964
C: -1.082753 -3.724451 9.818914
O: 0.216617 -3.558071 10.287194
C: 0.378397 -2.137581 10.484044
C: -0.468983 -1.540391 9.343544
C: -1.724933 -2.420221 9.373974
H: 1.423897 -1.886631 10.304984
H: 0.093627 -1.859931 11.498894
H: 0.061767 -1.724691 8.409504
H: -0.710943 -0.491241 9.513314
H: -2.101083 -2.480381 8.352704
H: -2.482293 -2.045491 10.062504
O: 0.195757 -2.090281 -8.323466
C: -0.275493 -1.138051 -8.976646
O: -1.607793 -0.995741 -9.207266
C: -1.845213 0.191279 -9.911326
C: -0.551823 1.000919 -9.797566
C: 0.513727 -0.077121 -9.706866
H: -2.812833 0.648129 -9.703706
H: -1.973193 -0.003391 -10.976136
H: -0.516053 1.570449 -8.868886
H: -0.401633 1.751239 -10.573816
H: 1.384207 0.354379 -9.212726
H: 0.949007 -0.541801 -10.591566
O: 2.041227 -10.183351 -2.223426
C: 2.425357 -11.285891 -1.802576
O: 2.853377 -12.294851 -2.603236
C: 3.177567 -13.432911 -1.926186
C: 2.706957 -13.212881 -0.485996
C: 2.349437 -11.811251 -0.354066
H: 4.267117 -13.410331 -1.903746
H: 2.829867 -14.391581 -2.311086
H: 3.506607 -13.531771 0.182574
H: 1.850287 -13.845711 -0.254106
H: 3.029597 -11.280931 0.312454
H: 1.302067 -11.739551 -0.060836
C: 5.135707 -3.797991 -2.959376
O: 3.750087 -3.876901 -3.243176
H: 5.751147 -3.326421 -3.725516
H: 5.271477 -3.210121 -2.051586
H: 5.501687 -4.788121 -2.687726
H: 3.296637 -3.217651 -2.712726
C: -2.902493 4.649859 3.928584
O: -1.714583 5.254999 3.462884
H: -3.765113 5.315479 3.959364
H: -3.155793 3.815499 3.274534
H: -2.858173 4.199299 4.920124
H: -1.292413 4.630679 2.868244
C: 7.243237 -5.480881 3.809464
O: 7.866417 -5.033371 4.982614
H: 7.136507 -6.565471 3.789864
H: 6.266617 -5.001291 3.743744
H: 7.834907 -5.267781 2.919174
H: 7.706097 -4.091181 5.072934
C: -8.226213 1.414929 -3.696476
O: -8.469823 2.438079 -4.634686
H: -8.361383 1.769969 -2.674816
H: -8.976913 0.625249 -3.727796
H: -7.274703 0.920589 -3.892306
H: -7.751073 3.058039 -4.490986
C: -3.628223 -4.567351 -2.862416
O: -2.249203 -4.562271 -3.095726
H: -3.785733 -4.830361 -1.816406
H: -4.218593 -3.675061 -3.070646
H: -4.119513 -5.361761 -3.424236
H: -1.857253 -3.956141 -2.462796
N: 1.575527 8.919529 -3.346426
C: 2.334867 9.307539 -4.449786
C: 1.570947 9.283579 -5.569616
C: 0.309347 8.727599 -5.197356
C: 0.364027 8.530529 -3.806986
H: 1.793897 8.906679 -2.360406
H: 3.386687 9.533599 -4.355076
H: 1.870067 9.456499 -6.592856
H: -0.538033 8.550909 -5.843196
H: -0.379353 8.116669 -3.141776

Atoms 1-3, force components in eV/Å:
C 0.8673 0.2130 -1.5420
F -0.0087 -0.2746 0.5664
F 0.5682 -0.4516 0.8254

Values from the calculation:
Gap between HOMO and LUMO in eV: 8.46
E_tot in eV: -129572.7513
LUMO energy in eV: 1.576
Charge: -1



# 2
This record from the OMol25 dataset describes a structure of composition C39H69BeBr2ClCsFN7O11 in a non-equilibrium geometry. The level of theory is the ωB97M-V functional and the def2-TZVPD basis.

Geometry (Å):
C: 3.077290 -2.919203 3.566599
C: 3.571543 -2.764536 2.067024
C: 2.501878 -2.108888 1.107782
C: 1.137900 -2.988800 0.920121
C: 1.270585 -4.269239 0.011687
C: 1.581814 -3.963080 -1.533699
C: 0.265733 -4.036212 -2.496992
C: -0.770255 -2.966222 -1.970668
C: -0.646682 -1.429915 -1.939974
N: 0.587655 -0.783967 -2.481660
N: -1.864813 -0.879727 -1.308750
C: -2.807634 -1.944212 -0.943555
C: -4.230082 -1.867100 -0.235821
C: -4.672670 -0.366273 0.231252
C: -3.646322 0.192887 1.375326
O: -4.341675 0.627664 2.566875
N: -2.119703 -3.145481 -1.378539
C: -2.715072 -4.491075 -1.244252
C: -3.060220 -4.916632 0.245799
C: -2.672328 -6.457768 0.415081
N: -2.174892 -6.705805 1.787954
H: 2.251736 -3.681575 3.574120
H: 2.735804 -1.958942 4.032773
H: 3.912394 -3.336421 4.192877
H: 3.859378 -3.780670 1.683518
H: 4.506224 -2.137224 2.066630
H: 2.181590 -1.099829 1.631442
H: 2.970575 -1.811240 0.134944
H: 0.778405 -3.325209 1.985744
H: 0.317371 -2.262138 0.527265
H: 2.149346 -4.863320 0.413268
H: 0.373337 -4.931202 0.176907
H: 2.288423 -4.775583 -1.877096
H: 2.131851 -2.991414 -1.636458
H: -0.102755 -5.090078 -2.418213
H: 0.574542 -3.780676 -3.551439
H: 0.363602 0.109738 -2.922868
H: 1.345711 -0.694532 -1.782618
H: -2.047290 0.134655 -1.137242
H: -5.025255 -2.379937 -0.837216
H: -4.149566 -2.459159 0.735546
H: -5.664498 -0.448636 0.758488
H: -4.764713 0.357166 -0.660238
H: -3.078246 1.060487 0.931050
H: -2.971053 -0.677321 1.717493
H: -3.678169 0.874173 3.234354
H: -3.695070 -4.463121 -1.811622
H: -2.107699 -5.281905 -1.770048
H: -4.173915 -4.858326 0.370851
H: -2.539777 -4.243437 0.979874
H: -3.587692 -7.091443 0.218818
H: -1.877791 -6.800496 -0.301650
H: -2.906381 -7.020146 2.419371
H: -1.652795 -5.917430 2.162192
C: 7.458268 1.458869 -0.521594
C: 6.519248 0.981584 0.387396
C: 5.209230 0.765394 -0.016153
C: 4.852116 1.027198 -1.335478
C: 5.782323 1.511442 -2.248833
C: 7.089942 1.727241 -1.835584
N: 3.481108 0.778618 -1.771551
O: 2.676880 0.368438 -0.937187
O: 3.207314 0.984908 -2.929994
H: 8.482097 1.621737 -0.204505
H: 6.810816 0.775863 1.410691
H: 4.485695 0.394051 0.699415
H: 5.506367 1.720775 -3.274718
H: 7.823970 2.101523 -2.538324
Cl: -5.598916 -0.610841 -2.158858
C: -3.789871 2.030984 -5.044952
C: -5.118795 2.295152 -4.358218
O: -5.411406 3.678932 -4.209319
C: -5.536483 4.423597 -5.410268
C: -6.667369 3.946842 -6.304629
H: -2.984955 2.588244 -4.556439
H: -3.553194 0.965256 -5.016131
H: -3.810676 2.340028 -6.092988
H: -5.079617 1.879323 -3.350392
H: -5.937799 1.784790 -4.872534
H: -4.585013 4.434433 -5.953614
H: -5.736398 5.455052 -5.109158
H: -6.463914 2.953919 -6.711317
H: -6.801653 4.630717 -7.145015
H: -7.603049 3.884912 -5.745202
F: -4.439266 -8.571391 -0.710761
Cs: -0.134940 -0.744675 1.014100
C: 7.763749 -3.866121 6.906488
C: 8.052598 -3.680459 5.423484
C: 8.613102 -2.298007 5.077001
O: 7.569254 -1.331105 5.109465
C: 7.486182 -0.591509 6.334704
N: 6.760587 -3.821154 4.674002
H: 6.907891 -3.274727 7.239712
H: 7.536379 -4.913019 7.122802
H: 8.628979 -3.584488 7.506761
H: 8.722930 -4.467319 5.074647
H: 8.974567 -2.317536 4.044199
H: 9.460746 -2.023902 5.708065
H: 8.447935 -0.517427 6.843764
H: 6.748935 -1.054208 6.993791
H: 7.135942 0.412632 6.096034
H: 6.182577 -4.598614 4.999406
H: 6.916163 -3.925372 3.667769
H: 6.233181 -2.937982 4.787875
C: -4.704909 8.856496 -4.225789
N: -5.122629 8.984862 -5.645063
O: -4.267780 8.848326 -6.496967
O: -6.294307 9.217690 -5.853190
H: -3.638942 8.649631 -4.193647
H: -4.931552 9.798589 -3.731271
H: -5.271658 8.035993 -3.790428
Br: -5.706966 6.668586 -9.664796
C: -5.446012 8.600052 -9.678084
C: -6.451413 9.283223 -10.568352
Br: -5.992527 9.073979 -12.451604
H: -4.415409 8.778321 -9.977223
H: -5.576901 8.910709 -8.642321
H: -6.449184 10.358843 -10.393440
H: -7.462504 8.901460 -10.444643
C: 0.263837 0.935166 7.057039
C: -0.900243 1.141917 6.340953
C: -1.908558 2.034447 7.042211
O: -2.956969 2.392082 6.550212
C: -1.595077 2.487323 8.405870
C: -0.430298 2.267467 9.128321
C: 0.620213 1.462520 8.379959
O: 1.729892 1.226317 8.811151
O: -0.178675 2.651799 10.269512
O: -1.185248 0.690841 5.224788
H: 1.042852 0.317191 6.623441
H: -2.395748 3.061566 8.861778
Be: 4.363342 -0.619191 4.301266

Atoms 1-3, force components in eV/Å:
C -0.0972 -1.0132 -1.0448
C -0.2629 0.0266 0.2640
C -0.8298 0.3512 1.1457

Values from the calculation:
Gap between HOMO and LUMO in eV: 1.05
E_tot in eV: -230757.4881
LUMO energy in eV: -6.923
Charge: +1



# 3
This record from the OMol25 dataset describes a structure of composition C39H69N3O3P2PbSTe. The level of theory is the ωB97M-V functional and the def2-TZVPD basis.

Geometry (Å):
Pb: 1.660840 0.401269 -1.263407
N: 3.492623 0.414465 -5.705008
C: 3.070287 0.623768 -4.399314
S: 2.977837 -0.825000 -3.421140
N: 2.765947 1.846030 -4.122318
N: 2.278237 2.147624 -2.846143
C: 2.145915 3.422379 -2.696134
C: 1.785983 4.194837 -1.532061
C: 1.709043 5.588438 -1.732512
C: 1.506933 6.471721 -0.703006
C: 1.390515 5.957902 0.599576
C: 1.446715 4.608872 0.832407
C: 1.625968 3.663763 -0.219686
O: 1.659327 2.409478 0.052837
H: 4.058997 -0.407567 -5.832140
H: 3.836156 1.247671 -6.159844
H: 2.383201 4.010684 -3.583609
H: 1.832704 5.963298 -2.743490
H: 1.455686 7.536477 -0.884148
H: 1.272063 6.639403 1.434546
H: 1.353260 4.206644 1.835057
C: -0.641296 0.607386 -2.118574
H: -1.181147 0.295380 -1.220276
H: -0.738181 1.694842 -2.207444
O: 1.299581 -3.653065 0.215186
C: 1.733997 -2.636344 -0.028912
O: -0.559286 0.236918 0.983638
P: -0.562547 -0.003516 2.465441
C: -2.054588 -0.993551 2.909190
C: -2.695438 -1.633130 1.662289
C: -2.093487 -2.985877 1.309734
C: -2.194413 -3.935437 2.497395
C: -1.423363 -3.354326 3.678557
C: -1.961085 -1.977339 4.085646
C: 1.031972 -0.785725 2.927738
C: 1.291562 -1.292299 4.361066
C: 2.792950 -1.489595 4.565863
C: 3.513852 -0.137980 4.596006
C: 2.870716 0.869059 3.625645
C: 2.167126 0.172045 2.464387
C: -0.616576 1.624124 3.308680
C: -1.498486 2.632886 2.546269
C: -2.975160 2.568819 2.930889
C: -3.152791 2.714795 4.441483
C: -2.350551 1.663727 5.208265
C: -0.868388 1.701298 4.824294
H: -2.735040 -0.192724 3.200655
H: -2.587221 -0.945305 0.823003
H: -3.766316 -1.757235 1.858995
H: -1.042404 -2.852170 1.035360
H: -2.605782 -3.403288 0.438460
H: -1.795933 -4.918970 2.238986
H: -3.247173 -4.067761 2.771021
H: -0.374176 -3.279345 3.381332
H: -1.472832 -4.026259 4.538424
H: -1.352419 -1.556133 4.889321
H: -2.967457 -2.113111 4.495522
H: 1.036148 -1.649844 2.253372
H: 0.773868 -2.231660 4.535584
H: 0.931408 -0.585170 5.111366
H: 3.179507 -2.109183 3.748874
H: 2.976662 -2.030876 5.495869
H: 4.568076 -0.278015 4.346775
H: 3.480493 0.262030 5.612428
H: 3.635115 1.533252 3.220203
H: 2.165269 1.504829 4.168187
H: 2.910276 -0.405548 1.908447
H: 1.785579 0.911249 1.758847
H: 0.412913 1.943365 3.116374
H: -1.361876 2.477938 1.475876
H: -1.127318 3.636254 2.781014
H: -3.418737 1.629831 2.585660
H: -3.513270 3.369641 2.418436
H: -4.209764 2.642451 4.708036
H: -2.805919 3.709852 4.741093
H: -2.767957 0.671042 5.021612
H: -2.441634 1.841233 6.282451
H: -0.335926 0.910939 5.354678
H: -0.452885 2.651622 5.175877
C: -3.970107 0.354636 -2.664506
C: -3.016669 0.680462 -3.820382
C: -3.679569 0.443793 -5.178526
P: -1.389888 -0.119008 -3.509104
C: -1.639914 -1.887204 -3.123815
C: -2.558955 -2.664141 -4.067594
C: -0.281625 -2.580979 -2.983300
C: -0.299686 0.118542 -4.943882
C: -0.224766 1.614947 -5.274420
C: -0.555637 -0.728943 -6.190655
H: -4.835092 1.018604 -2.698087
H: -3.487260 0.484396 -1.694736
H: -4.335522 -0.672017 -2.728874
H: -2.756601 1.741924 -3.749364
H: -3.895263 -0.607962 -5.359779
H: -3.065602 0.810548 -5.998972
H: -4.627198 0.985748 -5.210912
H: -2.106576 -1.853262 -2.132348
H: -2.182527 -2.674469 -5.089725
H: -3.573133 -2.269184 -4.080479
H: -2.616272 -3.699379 -3.726155
H: 0.279393 -2.575099 -3.918934
H: -0.433631 -3.619893 -2.682958
H: 0.337508 -2.097232 -2.230947
H: 0.671332 -0.181959 -4.534966
H: -1.141934 1.969061 -5.750693
H: 0.610218 1.785357 -5.953936
H: -0.034524 2.217523 -4.385544
H: -1.555671 -0.597809 -6.602536
H: -0.399188 -1.790039 -5.997282
H: 0.165385 -0.433586 -6.954773
C: 4.682488 -3.533366 -1.354102
Te: 4.675193 -2.714904 0.602933
C: 4.276724 -4.583038 1.533098
H: 3.695246 -3.927333 -1.592877
H: 5.429549 -4.320270 -1.414613
H: 4.919257 -2.732371 -2.051514
H: 5.132520 -5.244381 1.429614
H: 3.399837 -5.026391 1.062827
H: 4.071667 -4.409469 2.587790

Atoms 1-3, force components in eV/Å:
Pb -0.0974 0.1964 0.6676
N -0.0295 0.0240 -0.0066
C -0.0039 -0.1078 0.0519

Values from the calculation:
Gap between HOMO and LUMO in eV: 7.20
E_tot in eV: -94131.3198
LUMO energy in eV: 0.505
Relative energy (zero: lowest compared OMol25 entry of this formula, charge and spin) in kcal per mole: 0.0